Arrangement i

{
  "formula": "C4H9O2",
  "method": "the ωB97M-V functional and the def2-TZVPD basis",
  "lumo_ev": -6.523,
  "homo_energy_ha": -0.5577,
  "total_charge": 1,
  "orbital_gap_ev": 8.65,
  "symbols": ["C", "C", "C", "C", "O", "O", "H", "H", "H", "H", "H", "H", "H", "H", "H"],
  "xyz": [[1.22, 0.37, 0.50], [0.91, -0.61, -0.56], [0.08, 0.69, 1.35], [-0.30, -0.11, -1.37], [-2.11, -0.71, -0.03], [-1.32, 0.43, -0.53], [1.88, -0.16, 1.41], [1.64, 1.35, 0.29], [1.62, -0.68, -1.27], [0.51, -1.50, -0.14], [-0.63, -0.15, 1.61], [0.09, 1.53, 2.02], [-0.13, 0.77, -1.84], [-0.67, -0.76, -2.03], [-2.79, -0.48, 0.61]],
  "nbo_charge": [-0.5111, -0.4418, 0.1687, -0.0560, -0.4629, -0.2129, 0.3587, 0.2732, 0.2526, 0.2427, 0.2266, 0.2305, 0.2103, 0.2266, 0.4950]
}

Arrangement ii

{
  "formula": "C4H9O2",
  "method": "the ωB97M-V functional and the def2-TZVPD basis",
  "lumo_ev": -3.018,
  "homo_energy_ha": -0.5809,
  "total_charge": 1,
  "orbital_gap_ev": 12.79,
  "symbols": ["C", "C", "C", "C", "O", "O", "H", "H", "H", "H", "H", "H", "H", "H", "H"],
  "xyz": [[1.51, -0.64, 0.44], [0.23, -1.00, -0.52], [0.65, 1.25, -0.61], [-1.43, 0.40, 0.67], [1.46, 0.77, 0.33], [-0.55, 0.20, -0.52], [1.20, -0.90, 1.53], [2.41, -0.91, -0.04], [0.51, -1.28, -1.53], [-0.44, -1.74, -0.09], [0.16, 2.11, -0.14], [0.97, 1.30, -1.70], [-2.17, 1.19, 0.48], [-1.94, -0.50, 0.78], [-0.90, 0.64, 1.65]],
  "nbo_charge": [-0.0939, -0.1172, 0.2556, -0.2724, -0.5023, -0.3466, 0.2328, 0.2328, 0.2397, 0.2276, 0.2170, 0.2233, 0.2471, 0.2229, 0.2337]
}

Short version: arrangement ii is the most stable of them.

Arrangement i

{
  "formula": "C6H16N2O",
  "method": "the ωB97M-V functional and the def2-TZVPD basis",
  "lumo_ev": [-0.436, -0.436],
  "homo_energy_ha": [-0.3163, -0.3163],
  "total_charge": 0,
  "orbital_gap_ev": [8.17, 8.17],
  "symbols": ["C", "C", "C", "C", "N", "N", "H", "H", "H", "H", "H", "H", "H", "H", "H", "H", "C", "C", "O", "H", "H", "H", "H", "H", "H"],
  "xyz": [[0.95, -0.43, 0.63], [1.70, 0.65, -0.15], [1.96, -1.51, 1.09], [0.25, 0.16, 1.85], [0.10, -1.15, -0.33], [-1.05, -1.49, 0.11], [-1.50, -2.14, -0.54], [0.99, 0.61, 2.51], [2.48, 1.09, 0.48], [1.02, 1.43, -0.47], [2.18, 0.22, -1.04], [1.45, -2.29, 1.65], [2.46, -1.96, 0.23], [2.71, -1.06, 1.73], [-0.46, 0.93, 1.57], [-0.28, -0.61, 2.42], [-2.04, 1.35, -0.74], [-1.17, 0.62, -2.19], [-2.58, 0.51, 0.13], [-1.91, -0.52, 0.34], [-2.79, 1.91, -1.30], [-1.26, 2.02, -0.33], [-0.20, 0.15, -2.25], [-1.93, -0.03, -2.62], [-1.09, 1.53, -2.76]],
  "nbo_charge": [0.0475, -0.6098, -0.5939, -0.6435, -0.0152, -0.3980, 0.3605, 0.2191, 0.2159, 0.2246, 0.2194, 0.2149, 0.2218, 0.2206, 0.2372, 0.2224, 0.0162, -0.7128, -0.7716, 0.4467, 0.1633, 0.1192, 0.2036, 0.1955, 0.1963]
}

Arrangement ii

{
  "formula": "C6H16N2O",
  "method": "the ωB97M-V functional and the def2-TZVPD basis",
  "lumo_ev": 0.664,
  "homo_energy_ha": -0.2848,
  "total_charge": 0,
  "orbital_gap_ev": 8.41,
  "symbols": ["C", "C", "N", "C", "C", "C", "C", "N", "H", "H", "H", "H", "H", "H", "H", "H", "H", "H", "H", "H", "H", "H", "O", "H", "H"],
  "xyz": [[2.51, 1.71, -0.85], [1.45, 0.64, -0.78], [1.46, -0.50, -1.55], [0.37, 1.00, -0.05], [-0.82, 0.09, 0.13], [-0.59, -1.17, 0.99], [-0.40, -0.94, 2.49], [-1.68, -0.75, 3.20], [3.17, 1.79, 0.03], [3.21, 1.53, -1.68], [2.07, 2.71, -0.86], [2.05, -0.47, -2.38], [0.55, -0.80, -1.90], [0.33, 1.94, 0.48], [-1.71, 0.63, 0.45], [-1.03, -0.31, -0.89], [0.29, -1.69, 0.61], [-1.48, -1.80, 0.88], [0.18, -0.06, 2.76], [0.13, -1.81, 2.86], [-2.24, -1.59, 3.20], [-2.23, -0.01, 2.80], [-1.66, 0.01, -2.97], [-1.56, 0.83, -2.45], [-2.45, 0.18, -3.50]],
  "nbo_charge": [-0.6446, 0.1865, -0.8161, -0.3158, -0.4504, -0.4040, -0.2206, -0.8428, 0.2234, 0.2049, 0.2286, 0.3728, 0.3889, 0.1986, 0.1977, 0.2089, 0.2081, 0.1943, 0.1921, 0.1892, 0.3474, 0.3478, -0.9478, 0.4777, 0.4752]
}

Short version: arrangement ii is the most stable of them.

Arrangement i

{
  "formula": "C6H16N2O",
  "method": "the ωB97M-V functional and the def2-TZVPD basis",
  "lumo_ev": 0.784,
  "homo_energy_ha": -0.3066,
  "total_charge": 0,
  "orbital_gap_ev": 9.13,
  "symbols": ["C", "C", "N", "C", "O", "H", "H", "H", "H", "H", "H", "H", "C", "C", "C", "N", "H", "H", "H", "H", "H", "H", "H", "H", "H"],
  "xyz": [[2.16, -0.08, 0.31], [2.19, -1.56, 0.69], [3.31, 0.20, -0.54], [0.95, 0.31, -0.55], [0.81, 1.51, -0.91], [2.14, 0.54, 1.22], [4.18, 0.11, -0.02], [3.25, 1.15, -0.89], [0.70, -0.47, -1.28], [2.13, -2.17, -0.21], [3.12, -1.80, 1.20], [1.35, -1.82, 1.34], [-1.91, -0.04, -0.29], [-1.97, 1.15, -1.20], [-3.08, -0.12, 0.69], [-0.57, 0.00, 0.53], [-1.83, -0.97, -0.85], [-0.56, 0.85, 1.10], [-0.50, -0.81, 1.13], [-2.28, 2.05, -0.68], [-2.62, 0.95, -2.05], [-0.85, 1.40, -1.52], [-4.00, -0.28, 0.14], [-2.95, -0.93, 1.40], [-3.17, 0.82, 1.24]],
  "nbo_charge": [-0.1295, -0.6099, -0.8329, 0.4163, -0.7501, 0.1614, 0.3549, 0.3810, 0.1073, 0.2170, 0.2140, 0.1875, -0.0253, -0.6977, -0.6199, -0.6953, 0.1942, 0.3875, 0.3803, 0.2031, 0.2163, 0.3073, 0.2219, 0.2032, 0.2074]
}

Arrangement ii

{
  "formula": "C6H16N2O",
  "method": "the ωB97M-V functional and the def2-TZVPD basis",
  "lumo_ev": 0.410,
  "homo_energy_ha": -0.2977,
  "total_charge": 0,
  "orbital_gap_ev": 8.51,
  "symbols": ["C", "C", "C", "C", "H", "H", "H", "H", "H", "H", "H", "H", "H", "H", "C", "N", "N", "C", "O", "H", "H", "H", "H", "H", "H"],
  "xyz": [[1.11, 0.44, -0.07], [1.30, 0.84, -1.53], [2.48, 0.01, 0.48], [0.60, 1.64, 0.73], [-0.57, -0.31, -0.80], [0.38, 1.23, -1.97], [2.86, -0.86, -0.06], [0.48, 1.38, 1.78], [1.63, 0.00, -2.14], [2.04, 1.64, -1.63], [3.22, 0.81, 0.39], [2.42, -0.25, 1.54], [1.29, 2.49, 0.68], [-0.38, 1.96, 0.36], [-1.54, -1.45, 0.56], [-0.35, -1.70, 1.01], [-2.71, -0.13, -1.22], [-1.59, -0.94, -0.82], [-2.63, -1.20, 1.33], [-2.40, -1.24, 2.27], [-0.27, -1.94, 1.99], [0.47, -0.66, 0.45], [-2.83, 0.66, -0.60], [-3.58, -0.65, -1.22], [-1.42, -1.75, -1.52]],
  "nbo_charge": [-0.3323, -0.6212, -0.6026, -0.6169, 0.2876, 0.2038, 0.2035, 0.1952, 0.2077, 0.2013, 0.1885, 0.1932, 0.1963, 0.1937, 0.5833, -0.7590, -0.8180, -0.3461, -0.6737, 0.4875, 0.3608, 0.3231, 0.3598, 0.3604, 0.2244]
}

Short version: arrangement i is the most stable of them.